Here is C25H60AsF6O21 as an isolated structure at a distorted geometry from the OMol25 dataset. Energies are from wB97M-V/def2-TZVPD.

Results
**Calculated total energy**: -147039.866 eV
**HOMO**: -8.518 eV

The geometry in ORCA input format:
```
! wB97M-V def2-TZVPD RIJCOSX def2/J DEFGRID3
* xyz -1 1
As 11.67 -4.22 10.09
F 10.24 -3.21 10.56
F 12.40 -2.88 9.17
F 13.04 -5.26 9.60
F 11.09 -5.62 11.00
F 10.61 -4.65 8.71
F 12.52 -3.63 11.52
C 5.78 -4.81 6.69
O 6.95 -4.03 6.73
H 4.96 -4.12 6.45
H 5.80 -5.61 5.96
H 5.64 -5.24 7.68
H 7.74 -4.53 6.94
C 9.87 -0.25 5.75
O 8.45 -0.26 5.81
H 10.30 -0.58 6.70
H 10.27 -0.90 4.97
H 10.18 0.77 5.54
H 8.09 -1.15 5.84
C 17.30 -4.50 12.79
O 16.05 -4.82 13.45
H 17.36 -3.42 12.68
H 18.22 -4.91 13.22
H 17.16 -4.93 11.80
H 15.29 -4.36 13.09
C 16.20 -5.80 5.44
O 14.93 -5.25 5.72
H 16.73 -5.51 4.53
H 16.86 -5.49 6.25
H 16.06 -6.88 5.41
H 14.77 -5.31 6.66
C 11.80 -3.25 16.52
O 12.64 -4.43 16.66
H 12.15 -2.53 17.26
H 11.88 -2.72 15.57
H 10.76 -3.58 16.61
H 12.48 -5.05 15.94
C 15.00 0.35 6.06
O 14.36 -0.85 5.74
H 14.48 0.83 6.89
H 16.02 0.07 6.34
H 15.01 1.09 5.26
H 14.25 -1.37 6.54
C 11.57 -9.59 14.19
O 11.79 -8.18 14.20
H 10.49 -9.71 14.30
H 11.97 -10.06 13.29
H 12.04 -10.07 15.05
H 11.26 -7.83 13.49
C 5.92 -2.86 13.00
O 6.66 -4.01 12.74
H 5.02 -3.16 13.53
H 6.44 -2.15 13.64
H 5.62 -2.34 12.08
H 7.36 -3.74 12.14
C 9.63 -5.79 2.99
O 8.63 -6.17 2.09
H 10.62 -6.05 2.63
H 9.70 -4.70 3.11
H 9.45 -6.12 4.02
H 8.75 -7.10 1.88
C 10.09 2.57 9.86
C 8.77 2.02 10.43
C 8.85 1.55 11.84
O 7.61 2.00 12.44
C 7.20 3.07 11.80
O 6.41 3.86 12.32
O 7.92 3.14 10.66
H 9.88 3.08 8.92
H 10.76 1.71 9.78
H 10.42 3.24 10.64
H 8.22 1.29 9.86
H 9.68 1.97 12.40
H 8.93 0.47 11.78
C 15.14 1.23 13.04
C 15.47 1.22 14.53
C 15.62 -0.10 15.14
O 16.95 -0.09 15.60
C 17.54 1.07 15.41
O 18.69 1.33 15.72
O 16.75 1.80 14.66
H 15.77 0.63 12.39
H 15.23 2.28 12.74
H 14.10 0.97 12.90
H 14.87 1.86 15.18
H 15.36 -0.93 14.48
H 15.01 -0.10 16.05
C 10.43 -9.83 7.97
C 10.63 -9.79 6.44
C 11.91 -9.28 5.91
O 12.46 -10.29 5.12
C 11.70 -11.33 5.17
O 11.90 -12.32 4.51
O 10.77 -11.17 6.10
H 9.61 -10.51 8.23
H 10.16 -8.84 8.34
H 11.33 -10.19 8.47
H 9.78 -9.38 5.90
H 12.57 -9.02 6.74
H 11.73 -8.36 5.35
C 19.00 -9.94 11.11
C 17.47 -10.03 11.29
C 16.63 -8.93 10.78
O 15.61 -9.57 10.06
C 15.84 -10.89 10.02
O 15.10 -11.74 9.47
O 16.98 -11.17 10.60
H 19.40 -8.98 11.45
H 19.39 -9.99 10.10
H 19.44 -10.80 11.62
H 17.21 -10.27 12.32
H 17.16 -8.38 10.01
H 16.22 -8.37 11.62
*
```

Atomic partial charges in e from the Löwdin method, atoms 1 to 2: 0.8487 -0.3226

***

Here is a 6-piece molecular cluster, C25H61ClNO5 overall from the OMol25 dataset. Energies are from wB97M-V/def2-TZVPD.

Results
**Calculated total energy**: -51156.123 eV
**HOMO**: -10.924 eV

The geometry in ORCA input format:
```
! wB97M-V def2-TZVPD RIJCOSX def2/J DEFGRID3
* xyz 1 1
Cl -5.00 3.35 3.21
C -3.36 2.75 3.39
C -3.24 1.23 3.20
C -2.46 0.52 4.32
C -1.22 1.27 4.84
C -1.41 2.79 4.91
N -2.87 3.15 4.75
H -2.74 3.30 2.68
H -4.25 0.82 3.16
H -2.79 1.04 2.23
H -3.14 0.30 5.15
H -2.14 -0.45 3.94
H -0.37 1.08 4.20
H -0.98 0.90 5.83
H -0.89 3.31 4.10
H -1.07 3.22 5.85
H -3.01 4.16 4.86
H -3.44 2.69 5.46
C -6.62 1.14 0.76
C -5.87 2.04 -0.21
O -5.56 1.42 -1.44
C -6.66 0.99 -2.23
C -7.61 2.11 -2.63
H -6.06 0.22 0.93
H -6.75 1.66 1.71
H -7.61 0.87 0.40
H -4.90 2.31 0.21
H -6.43 2.97 -0.36
H -7.21 0.19 -1.71
H -6.21 0.55 -3.11
H -8.11 2.55 -1.77
H -8.38 1.71 -3.29
H -7.07 2.89 -3.16
C 2.45 5.63 3.25
C 2.85 4.16 3.19
O 1.77 3.27 2.93
C 1.11 3.47 1.68
C 1.99 3.31 0.46
H 1.67 5.79 3.99
H 3.31 6.23 3.52
H 2.09 5.99 2.29
H 3.23 3.84 4.16
H 3.65 4.01 2.46
H 0.60 4.44 1.67
H 0.33 2.70 1.66
H 2.78 4.06 0.41
H 1.39 3.40 -0.44
H 2.46 2.32 0.46
C 1.10 -1.16 -4.02
C 1.78 -0.11 -3.16
O 0.88 0.78 -2.50
C -0.07 0.17 -1.65
C 0.56 -0.64 -0.52
H 0.47 -0.69 -4.78
H 1.85 -1.77 -4.52
H 0.48 -1.83 -3.43
H 2.41 0.53 -3.77
H 2.43 -0.60 -2.43
H -0.77 -0.46 -2.22
H -0.65 1.00 -1.24
H 1.14 -1.49 -0.88
H -0.22 -1.03 0.14
H 1.24 0.00 0.06
C 5.89 -3.50 0.61
C 4.85 -3.19 -0.45
O 3.87 -2.24 -0.04
C 4.37 -0.96 0.31
C 5.11 -0.24 -0.80
H 5.42 -3.84 1.53
H 6.56 -4.29 0.25
H 6.51 -2.63 0.85
H 4.28 -4.09 -0.68
H 5.33 -2.87 -1.38
H 5.00 -1.01 1.21
H 3.48 -0.39 0.59
H 6.03 -0.76 -1.08
H 5.39 0.76 -0.47
H 4.49 -0.15 -1.69
C 2.14 -4.55 -2.30
C 0.84 -4.94 -2.99
O 0.91 -4.91 -4.40
C 1.85 -5.79 -5.00
C 1.61 -7.26 -4.69
H 2.47 -3.57 -2.63
H 1.99 -4.52 -1.22
H 2.94 -5.26 -2.50
H 0.06 -4.22 -2.73
H 0.49 -5.92 -2.63
H 2.87 -5.50 -4.72
H 1.75 -5.61 -6.07
H 1.74 -7.48 -3.63
H 2.33 -7.87 -5.24
H 0.61 -7.55 -4.99
*
```

Atomic partial charges in e from the Löwdin method, atoms 1 to 2: 0.7453 -0.6388

***

> HOMO of number 1 (C25H60AsF6O21)?

-8.518 eV